DFT (the ωB97M-V functional and the def2-TZVPD basis) results for the ion C8H13N3OS with charge +2 at a distorted geometry.

## Properties
net charge: +2
SMILES: N[C@@H]1[NH2+]C=CC=C1C(=O)/C(S)=C/[NH3+]
molecular weight: 199.28 g/mol
energy above the lowest of the compared OMol25 structures with the same formula, charge and spin: 0.0 kcal/mol
spin multiplicity: 1
HOMO-LUMO gap: 8.098 eV
highest occupied orbital energy: -16.060 eV

Cartesian coordinates (Å):
O -2.170 1.353 -0.716
C -0.183 0.019 -0.591
H -0.908 -3.033 0.030
C -1.129 1.033 -0.135
N -0.081 -1.746 -2.481
H -0.159 2.426 3.355
C -0.874 -1.183 -1.044
S -1.802 3.100 1.541
H -1.788 -1.061 -1.455
H 1.417 2.002 3.200
C 1.149 0.260 -0.769
H -2.800 2.815 0.789
N -0.580 -2.060 -0.021
H -0.466 -2.666 -2.583
H 1.928 -2.041 -3.028
H 1.543 1.274 -0.437
H 2.947 -0.631 -1.403
C 1.337 -1.584 -2.324
C 1.905 -0.746 -1.443
H 0.539 0.998 4.236
C 0.082 1.085 2.103
N 0.468 1.699 3.418
H -0.424 -1.243 -3.383
H 0.397 -1.958 0.268
H 0.418 0.148 1.725
C -0.767 1.740 1.149

Forces on atoms 1 to 2 (eV/Å):
O 2.1 -1.3 0.9
C 0.8 2.2 -1.6

***

DFT (the ωB97M-V functional and the def2-TZVPD basis) results for a cluster of 2 separate species, C8H13N4 in total.

## Properties
net charge: +1
molecular weight: 165.22 g/mol
energy above the lowest of the compared OMol25 structures with the same formula, charge and spin: 23.7 kcal/mol
spin multiplicity: 1
HOMO-LUMO gap: 7.903 eV
highest occupied orbital energy: -10.977 eV

Cartesian coordinates (Å):
H -0.550 -1.571 -0.728
N -2.941 -0.815 0.743
N 0.364 0.888 0.885
H 2.857 0.772 -3.682
H 1.512 3.118 -0.364
C 2.336 0.836 -2.742
H 1.822 -1.257 -2.712
H -2.415 -2.333 2.741
C -2.311 -0.501 1.861
H 0.388 -0.849 1.840
C 1.576 2.173 -0.879
H -0.334 1.588 1.118
H -1.788 -1.079 3.741
N -0.097 -0.471 1.024
C 1.756 -0.306 -2.205
H 2.696 2.932 -2.525
C 0.343 -1.213 -0.196
H -3.200 -1.768 0.541
C 1.090 -0.193 -1.005
C 1.012 1.032 -0.344
H 0.953 -2.076 0.071
H -2.117 0.544 2.061
N -2.182 -1.358 2.857
C 2.243 2.055 -2.089
H -3.015 -0.149 -0.012

Forces on atoms 1 to 2 (eV/Å):
H 0.1 -0.1 0.0
N -0.1 0.0 0.1

***

DFT (the ωB97M-V functional and the def2-TZVPD basis) results for the ion C8H13N4S with charge +1 at a distorted geometry.

## Properties
net charge: +1
SMILES: CC1=C2NC=CN2[N+]#S(C)=C(C)N1
molecular weight: 197.29 g/mol
energy above the lowest of the compared OMol25 structures with the same formula, charge and spin: 85.6 kcal/mol
spin multiplicity: 1
HOMO-LUMO gap (spin up / spin down): 6.811 / 6.809 eV
highest occupied orbital energy (spin up / spin down): -10.662 / -10.658 eV

Cartesian coordinates (Å):
H -0.354 3.249 0.902
C -1.150 2.593 0.632
H 2.510 -3.219 1.060
H 3.460 1.107 0.225
H -3.152 1.395 0.227
C -1.447 0.158 -0.011
C -3.462 -0.647 -0.150
H -1.751 3.071 -0.266
C -0.559 1.187 0.152
C -2.617 -1.675 -0.321
N -0.234 -1.983 -0.167
H -4.612 -0.696 -0.117
H -2.679 -2.723 -0.507
C 2.396 -2.412 0.308
C 1.572 0.194 -0.269
H 3.319 -1.706 0.353
H 3.573 -0.473 -0.893
H 2.262 -2.789 -0.749
N -2.759 0.497 -0.081
C 2.974 0.406 -0.581
N 0.780 1.210 0.008
S 1.042 -1.274 0.650
N -1.346 -1.183 -0.186
H 1.150 2.192 -0.101
H -1.894 2.457 1.366
H 2.976 1.066 -1.483

Forces on atoms 1 to 2 (eV/Å):
H 0.3 0.5 0.5
C -0.6 -1.3 -4.1

***

Q: Which formula does entry 1 have?
A: C8H13N3OS

***

Q: What is the formula in the first record?
A: C8H13N3OS